Entry 1:
Entry from OMol25: a structure of composition C37H44AsN5O2P2Ti (ωB97M-V/def2-TZVPD).

Cartesian coordinates (Å):
Ti: 0.50 -0.07 -0.12
C: -2.39 -0.29 2.04
C: -1.35 0.58 2.75
P: 0.36 0.06 2.41
C: 0.88 -1.16 3.58
C: 0.08 -1.51 4.67
C: 0.54 -2.42 5.61
C: 1.80 -2.99 5.46
C: 2.60 -2.66 4.38
C: 2.15 -1.75 3.44
C: 1.55 1.39 2.28
C: 1.45 2.15 1.10
C: 2.45 3.06 0.75
C: 3.54 3.21 1.59
C: 3.63 2.47 2.77
C: 2.66 1.55 3.11
C: -2.05 -1.79 1.91
P: -0.75 -2.12 0.66
C: -1.47 -2.49 -0.95
C: -2.33 -1.53 -1.53
C: -2.97 -1.81 -2.72
C: -2.76 -3.03 -3.36
C: -1.90 -3.97 -2.79
C: -1.26 -3.71 -1.59
C: 0.39 -3.40 1.12
C: 1.48 -3.68 0.28
C: 2.35 -4.70 0.59
C: 2.14 -5.47 1.73
C: 1.05 -5.21 2.56
C: 0.18 -4.18 2.26
H: -2.58 0.12 1.05
H: -3.34 -0.20 2.57
H: -1.47 0.59 3.83
H: -1.44 1.63 2.43
H: -0.90 -1.06 4.83
H: -0.07 -2.67 6.46
H: 2.16 -3.69 6.20
H: 3.59 -3.10 4.27
H: 2.79 -1.48 2.61
H: 0.51 2.18 0.54
H: 2.35 3.68 -0.13
H: 4.31 3.93 1.35
H: 4.47 2.63 3.44
H: 2.75 0.97 4.02
H: -2.93 -2.35 1.58
H: -1.73 -2.21 2.86
H: -2.53 -0.61 -1.01
H: -3.66 -1.09 -3.14
H: -3.28 -3.26 -4.28
H: -1.77 -4.93 -3.27
H: -0.63 -4.47 -1.15
H: 1.62 -3.11 -0.64
H: 3.19 -4.93 -0.06
H: 2.81 -6.28 1.97
H: 0.88 -5.83 3.43
H: -0.67 -4.01 2.91
N: 0.29 -1.01 -3.27
N: 1.46 -0.43 -3.79
C: 2.46 -0.13 -2.97
N: 3.65 0.21 -3.41
N: 2.11 -0.18 -1.63
N: 3.02 -0.49 -0.70
O: 4.19 -0.61 -0.80
O: 2.37 -0.68 0.40
H: 0.27 -2.00 -3.51
H: -0.51 -0.56 -3.69
H: 1.61 -0.40 -4.80
H: 3.88 0.15 -4.40
H: 4.40 0.45 -2.78
C: -2.96 2.15 -0.63
As: -1.18 1.85 -1.35
C: -1.57 1.49 -3.21
C: -0.41 3.67 -1.39
C: -1.34 4.65 -2.04
C: -1.28 4.86 -3.42
C: -2.13 5.77 -4.02
C: -3.05 6.48 -3.25
C: -3.11 6.27 -1.88
C: -2.26 5.36 -1.28
H: -3.37 2.99 -1.21
H: -2.93 2.44 0.42
H: -3.60 1.29 -0.77
H: -2.23 2.30 -3.55
H: -2.08 0.54 -3.30
H: -0.66 1.52 -3.81
H: 0.54 3.59 -1.93
H: -0.19 3.95 -0.36
H: -0.54 4.34 -4.02
H: -2.07 5.95 -5.09
H: -3.71 7.20 -3.72
H: -3.81 6.84 -1.28
H: -2.29 5.24 -0.20

Computed properties:
frontier orbital gap	4.70	eV
energy	-153118.82603	eV
net charge	+4
max |F|	0.459	eV Å⁻¹
ΔE to the lowest compared entry with this formula, charge and spin	0.137	eV



Entry 2:
Entry from OMol25: a structure of composition C37H44ClInN8O8PS in a non-equilibrium geometry (ωB97M-V/def2-TZVPD).

Cartesian coordinates (Å):
In: -0.39 0.37 0.23
Cl: -1.40 -6.63 -2.07
C: -1.26 -5.09 -1.26
C: -1.62 -4.98 0.09
C: -1.52 -3.77 0.71
C: -1.07 -2.59 0.04
O: -1.03 -1.51 0.73
C: -0.71 -2.72 -1.34
C: -0.30 -1.66 -2.18
N: -0.14 -0.41 -1.88
C: 0.22 0.53 -2.83
C: 0.46 0.28 -4.17
C: 0.79 1.31 -5.07
C: 0.87 2.61 -4.66
C: 0.66 2.92 -3.31
C: 0.77 4.24 -2.80
C: 0.59 4.48 -1.47
C: 0.28 3.40 -0.63
N: 0.16 2.17 -1.08
C: 0.34 1.89 -2.39
C: -0.82 -3.99 -1.95
H: -1.98 -5.85 0.62
H: -1.78 -3.65 1.76
H: -0.11 -1.98 -3.21
H: 0.39 -0.72 -4.56
H: 0.97 1.05 -6.10
H: 1.10 3.40 -5.36
H: 1.00 5.04 -3.49
H: 0.70 5.47 -1.05
H: 0.14 3.53 0.44
H: -0.55 -4.09 -3.00
C: -7.89 4.26 -1.97
C: -6.82 3.26 -1.64
C: -7.14 2.00 -1.16
C: -6.14 1.08 -0.84
C: -4.81 1.44 -1.00
C: -4.48 2.69 -1.50
C: -5.48 3.59 -1.82
S: -3.48 0.28 -0.66
O: -4.06 -0.78 0.13
O: -2.98 -0.07 -1.97
N: -2.41 1.19 0.10
C: -2.78 1.51 1.47
C: -1.60 2.16 2.20
O: -1.82 3.01 3.05
O: -0.41 1.77 1.86
H: -8.88 3.87 -1.73
H: -7.87 4.52 -3.03
H: -7.74 5.19 -1.41
H: -8.18 1.72 -1.03
H: -6.37 0.10 -0.46
H: -3.43 2.92 -1.63
H: -5.22 4.57 -2.20
H: -3.07 0.61 2.03
H: -3.62 2.22 1.50
O: 3.09 -3.67 2.18
C: 2.23 -3.37 1.35
O: 2.05 -2.29 0.71
H: 1.46 -4.15 1.10
C: 4.36 -2.86 -0.65
N: 3.81 -1.58 -1.05
C: 3.18 -1.63 -2.36
P: 3.15 -0.46 0.04
O: 1.76 0.09 0.01
N: 3.94 0.86 -0.77
C: 3.63 2.19 -0.29
C: 5.17 0.85 -1.53
N: 3.88 -0.34 1.53
C: 3.12 -0.57 2.75
C: 5.30 -0.59 1.65
H: 3.68 -3.69 -0.86
H: 4.58 -2.87 0.42
H: 5.29 -3.03 -1.20
H: 2.29 -2.28 -2.36
H: 3.90 -2.03 -3.08
H: 2.89 -0.63 -2.66
H: 2.81 2.16 0.42
H: 3.34 2.86 -1.12
H: 4.50 2.65 0.21
H: 5.44 -0.18 -1.78
H: 5.99 1.32 -0.97
H: 5.04 1.41 -2.47
H: 2.08 -0.31 2.57
H: 3.53 0.09 3.52
H: 3.18 -1.61 3.08
H: 5.78 -0.53 0.67
H: 5.51 -1.57 2.10
H: 5.75 0.18 2.30
N: 0.06 -2.41 7.23
C: -0.18 -1.87 5.98
C: 0.29 -2.48 4.82
C: 0.09 -1.86 3.61
N: -0.55 -0.70 3.46
C: -1.00 -0.11 4.57
C: -0.85 -0.65 5.84
H: 0.30 -3.39 7.26
H: -0.54 -2.10 7.98
H: 0.83 -3.42 4.87
H: 0.46 -2.31 2.70
H: -1.49 0.84 4.44
H: -1.23 -0.13 6.70

Computed properties:
frontier orbital gap	6.76	eV
energy	-105210.95038	eV
net charge	-1
max |F|	2.016	eV Å⁻¹
ΔE to the lowest compared entry with this formula, charge and spin	0.712	eV



Copy entry 2 word for word.
Entry from OMol25: a structure of composition C37H44ClInN8O8PS in a non-equilibrium geometry (ωB97M-V/def2-TZVPD).

Cartesian coordinates (Å):
In: -0.39 0.37 0.23
Cl: -1.40 -6.63 -2.07
C: -1.26 -5.09 -1.26
C: -1.62 -4.98 0.09
C: -1.52 -3.77 0.71
C: -1.07 -2.59 0.04
O: -1.03 -1.51 0.73
C: -0.71 -2.72 -1.34
C: -0.30 -1.66 -2.18
N: -0.14 -0.41 -1.88
C: 0.22 0.53 -2.83
C: 0.46 0.28 -4.17
C: 0.79 1.31 -5.07
C: 0.87 2.61 -4.66
C: 0.66 2.92 -3.31
C: 0.77 4.24 -2.80
C: 0.59 4.48 -1.47
C: 0.28 3.40 -0.63
N: 0.16 2.17 -1.08
C: 0.34 1.89 -2.39
C: -0.82 -3.99 -1.95
H: -1.98 -5.85 0.62
H: -1.78 -3.65 1.76
H: -0.11 -1.98 -3.21
H: 0.39 -0.72 -4.56
H: 0.97 1.05 -6.10
H: 1.10 3.40 -5.36
H: 1.00 5.04 -3.49
H: 0.70 5.47 -1.05
H: 0.14 3.53 0.44
H: -0.55 -4.09 -3.00
C: -7.89 4.26 -1.97
C: -6.82 3.26 -1.64
C: -7.14 2.00 -1.16
C: -6.14 1.08 -0.84
C: -4.81 1.44 -1.00
C: -4.48 2.69 -1.50
C: -5.48 3.59 -1.82
S: -3.48 0.28 -0.66
O: -4.06 -0.78 0.13
O: -2.98 -0.07 -1.97
N: -2.41 1.19 0.10
C: -2.78 1.51 1.47
C: -1.60 2.16 2.20
O: -1.82 3.01 3.05
O: -0.41 1.77 1.86
H: -8.88 3.87 -1.73
H: -7.87 4.52 -3.03
H: -7.74 5.19 -1.41
H: -8.18 1.72 -1.03
H: -6.37 0.10 -0.46
H: -3.43 2.92 -1.63
H: -5.22 4.57 -2.20
H: -3.07 0.61 2.03
H: -3.62 2.22 1.50
O: 3.09 -3.67 2.18
C: 2.23 -3.37 1.35
O: 2.05 -2.29 0.71
H: 1.46 -4.15 1.10
C: 4.36 -2.86 -0.65
N: 3.81 -1.58 -1.05
C: 3.18 -1.63 -2.36
P: 3.15 -0.46 0.04
O: 1.76 0.09 0.01
N: 3.94 0.86 -0.77
C: 3.63 2.19 -0.29
C: 5.17 0.85 -1.53
N: 3.88 -0.34 1.53
C: 3.12 -0.57 2.75
C: 5.30 -0.59 1.65
H: 3.68 -3.69 -0.86
H: 4.58 -2.87 0.42
H: 5.29 -3.03 -1.20
H: 2.29 -2.28 -2.36
H: 3.90 -2.03 -3.08
H: 2.89 -0.63 -2.66
H: 2.81 2.16 0.42
H: 3.34 2.86 -1.12
H: 4.50 2.65 0.21
H: 5.44 -0.18 -1.78
H: 5.99 1.32 -0.97
H: 5.04 1.41 -2.47
H: 2.08 -0.31 2.57
H: 3.53 0.09 3.52
H: 3.18 -1.61 3.08
H: 5.78 -0.53 0.67
H: 5.51 -1.57 2.10
H: 5.75 0.18 2.30
N: 0.06 -2.41 7.23
C: -0.18 -1.87 5.98
C: 0.29 -2.48 4.82
C: 0.09 -1.86 3.61
N: -0.55 -0.70 3.46
C: -1.00 -0.11 4.57
C: -0.85 -0.65 5.84
H: 0.30 -3.39 7.26
H: -0.54 -2.10 7.98
H: 0.83 -3.42 4.87
H: 0.46 -2.31 2.70
H: -1.49 0.84 4.44
H: -1.23 -0.13 6.70

Computed properties:
frontier orbital gap	6.76	eV
energy	-105210.95038	eV
net charge	-1
max |F|	2.016	eV Å⁻¹
ΔE to the lowest compared entry with this formula, charge and spin	0.712	eV



Please write out number 2 again, unchanged.
Entry from OMol25: a structure of composition C37H44ClInN8O8PS in a non-equilibrium geometry (ωB97M-V/def2-TZVPD).

Cartesian coordinates (Å):
In: -0.39 0.37 0.23
Cl: -1.40 -6.63 -2.07
C: -1.26 -5.09 -1.26
C: -1.62 -4.98 0.09
C: -1.52 -3.77 0.71
C: -1.07 -2.59 0.04
O: -1.03 -1.51 0.73
C: -0.71 -2.72 -1.34
C: -0.30 -1.66 -2.18
N: -0.14 -0.41 -1.88
C: 0.22 0.53 -2.83
C: 0.46 0.28 -4.17
C: 0.79 1.31 -5.07
C: 0.87 2.61 -4.66
C: 0.66 2.92 -3.31
C: 0.77 4.24 -2.80
C: 0.59 4.48 -1.47
C: 0.28 3.40 -0.63
N: 0.16 2.17 -1.08
C: 0.34 1.89 -2.39
C: -0.82 -3.99 -1.95
H: -1.98 -5.85 0.62
H: -1.78 -3.65 1.76
H: -0.11 -1.98 -3.21
H: 0.39 -0.72 -4.56
H: 0.97 1.05 -6.10
H: 1.10 3.40 -5.36
H: 1.00 5.04 -3.49
H: 0.70 5.47 -1.05
H: 0.14 3.53 0.44
H: -0.55 -4.09 -3.00
C: -7.89 4.26 -1.97
C: -6.82 3.26 -1.64
C: -7.14 2.00 -1.16
C: -6.14 1.08 -0.84
C: -4.81 1.44 -1.00
C: -4.48 2.69 -1.50
C: -5.48 3.59 -1.82
S: -3.48 0.28 -0.66
O: -4.06 -0.78 0.13
O: -2.98 -0.07 -1.97
N: -2.41 1.19 0.10
C: -2.78 1.51 1.47
C: -1.60 2.16 2.20
O: -1.82 3.01 3.05
O: -0.41 1.77 1.86
H: -8.88 3.87 -1.73
H: -7.87 4.52 -3.03
H: -7.74 5.19 -1.41
H: -8.18 1.72 -1.03
H: -6.37 0.10 -0.46
H: -3.43 2.92 -1.63
H: -5.22 4.57 -2.20
H: -3.07 0.61 2.03
H: -3.62 2.22 1.50
O: 3.09 -3.67 2.18
C: 2.23 -3.37 1.35
O: 2.05 -2.29 0.71
H: 1.46 -4.15 1.10
C: 4.36 -2.86 -0.65
N: 3.81 -1.58 -1.05
C: 3.18 -1.63 -2.36
P: 3.15 -0.46 0.04
O: 1.76 0.09 0.01
N: 3.94 0.86 -0.77
C: 3.63 2.19 -0.29
C: 5.17 0.85 -1.53
N: 3.88 -0.34 1.53
C: 3.12 -0.57 2.75
C: 5.30 -0.59 1.65
H: 3.68 -3.69 -0.86
H: 4.58 -2.87 0.42
H: 5.29 -3.03 -1.20
H: 2.29 -2.28 -2.36
H: 3.90 -2.03 -3.08
H: 2.89 -0.63 -2.66
H: 2.81 2.16 0.42
H: 3.34 2.86 -1.12
H: 4.50 2.65 0.21
H: 5.44 -0.18 -1.78
H: 5.99 1.32 -0.97
H: 5.04 1.41 -2.47
H: 2.08 -0.31 2.57
H: 3.53 0.09 3.52
H: 3.18 -1.61 3.08
H: 5.78 -0.53 0.67
H: 5.51 -1.57 2.10
H: 5.75 0.18 2.30
N: 0.06 -2.41 7.23
C: -0.18 -1.87 5.98
C: 0.29 -2.48 4.82
C: 0.09 -1.86 3.61
N: -0.55 -0.70 3.46
C: -1.00 -0.11 4.57
C: -0.85 -0.65 5.84
H: 0.30 -3.39 7.26
H: -0.54 -2.10 7.98
H: 0.83 -3.42 4.87
H: 0.46 -2.31 2.70
H: -1.49 0.84 4.44
H: -1.23 -0.13 6.70

Computed properties:
frontier orbital gap	6.76	eV
energy	-105210.95038	eV
net charge	-1
max |F|	2.016	eV Å⁻¹
ΔE to the lowest compared entry with this formula, charge and spin	0.712	eV